Molecular formula: C17H17N9O
Method: DFT, ωB97M-V/def2-TZVPD

Computed properties:
* total charge: 0
* multiplicity: 1
* SMILES: C[C@H](Nc1nc(N)nc(N)n1)c1nn2cccc2c(=O)n1-c1ccccc1
* energy relative to the best compared isomer or geometry (same formula, charge and spin): 0.0 kcal per mole
* orbital gap: 9.11 eV
* electronic energy: -1226.09873 hartree

Element x y z (Å)
C (-1.085, 1.153, -3.171)
C (-0.570, 0.979, -0.471)
N (3.916, -1.098, 1.907)
H (-1.565, 0.837, -5.273)
N (0.033, 1.929, -1.193)
C (-0.077, 2.523, -4.684)
H (0.252, 2.967, -5.635)
C (-3.762, -2.164, 0.985)
C (4.045, 0.167, 1.628)
H (5.208, 1.602, 1.915)
N (3.147, 1.079, 1.524)
H (-3.887, -0.235, 0.175)
H (1.064, 3.653, -3.188)
C (-3.240, -1.080, 0.284)
C (-1.973, -1.059, -0.292)
O (-2.363, -0.731, -2.984)
N (0.957, 1.500, 1.519)
C (2.702, -1.451, 1.903)
N (2.501, -2.749, 1.903)
N (-1.466, 0.037, -1.019)
N (5.261, 0.651, 1.648)
H (1.557, -3.004, 2.179)
C (1.932, 0.573, 1.631)
C (-1.663, -3.333, 0.559)
C (0.331, 2.892, -3.426)
H (-1.065, -4.185, 0.690)
H (1.305, 2.351, 1.148)
C (-1.161, -2.231, -0.141)
H (-1.352, 2.094, 2.720)
C (-1.021, 1.427, -4.515)
C (-1.333, 2.153, 1.600)
C (-2.939, -3.312, 1.134)
H (-2.358, 2.030, 1.227)
H (5.919, 0.024, 2.101)
H (3.320, -3.316, 2.215)
H (-1.008, 3.149, 1.289)
H (-0.168, -2.262, -0.524)
H (-3.254, -4.148, 1.774)
N (-0.230, 1.991, -2.514)
H (-4.757, -2.069, 1.475)
C (-1.721, 0.125, -2.408)
H (-0.697, 0.161, 1.490)
C (-0.398, 1.084, 1.061)
N (1.664, -0.703, 1.757)

natural (NBO) population analysis, charges in e, atoms 1 to 6: -0.03, 0.42, -0.60, 0.24, -0.29, -0.28